# C31H52O9

A 3-piece molecular cluster, C31H52O9 overall in a non-equilibrium geometry (ωB97M-V/def2-TZVPD, the OMol25 dataset).

```
! wB97M-V def2-TZVPD RIJCOSX def2/J DEFGRID3
* xyz 0 1
C 2.76107 -0.77634 -1.35036
C 1.47445 -1.44565 -1.91741
C 0.30813 -0.44419 -1.95841
C 0.49886 0.64755 -3.08021
C 0.33870 2.01021 -2.44180
C 1.41116 2.87927 -2.36293
C 1.28241 4.11312 -1.77618
O 2.41585 4.92196 -1.73881
C 0.11091 4.54576 -1.21790
C -0.95372 3.68109 -1.26058
C -0.85267 2.44506 -1.87626
C -2.09686 1.56661 -1.91969
O -2.39636 0.91352 -2.89804
C -2.94158 1.62745 -0.65865
C -3.64986 0.41237 -0.05259
C -5.03720 0.84588 0.48687
C -3.77359 -0.79766 -1.00413
C -4.29683 -2.08506 -0.33418
C -3.09715 -3.00700 0.01665
C -3.02236 2.82240 -0.08787
C -2.29427 4.01380 -0.64493
O -2.74320 5.14214 -0.58159
H 2.50627 0.18897 -0.89734
H 3.23336 -1.36569 -0.56002
H 3.49800 -0.62308 -2.14411
H 1.20901 -2.24518 -1.21631
H 1.67094 -1.86098 -2.91078
H -0.65590 -0.95416 -2.02832
H 0.31148 0.07075 -0.98807
H -0.26502 0.47691 -3.83703
H 1.50878 0.49530 -3.46724
H 2.36957 2.56694 -2.76708
H 2.53502 5.22904 -2.64498
H -0.00040 5.51913 -0.75407
H -3.06591 0.07816 0.81960
H -5.56423 1.45318 -0.25335
H -4.90431 1.37131 1.43652
H -5.66181 -0.02428 0.70561
H -4.39199 -0.48012 -1.85400
H -2.79027 -0.99445 -1.43990
H -4.95010 -1.90674 0.52205
H -4.88190 -2.63504 -1.08133
H -2.57077 -2.62815 0.89662
H -3.45156 -4.03488 0.13361
H -2.41351 -3.01562 -0.83850
H -3.57662 3.00988 0.82587
C -3.87256 4.06400 3.54274
O -3.69039 3.13430 4.58644
C -2.96829 3.66892 5.68435
C -3.38442 3.00551 6.98071
O -4.63871 3.44555 7.48380
C -5.80804 3.03409 6.78635
C -6.12997 1.56035 6.92734
O -5.28744 0.77488 6.09815
C -5.04565 -0.51031 6.62619
H -2.91272 4.31139 3.07447
H -4.52635 3.61009 2.79914
H -4.35556 4.97617 3.91084
H -3.12924 4.74987 5.76371
H -1.90095 3.47907 5.50896
H -2.65680 3.29284 7.74350
H -3.34992 1.91779 6.90165
H -5.76752 3.33597 5.73884
H -6.62365 3.59495 7.24857
H -7.16702 1.38744 6.61036
H -6.02418 1.26756 7.97788
H -4.63179 -0.44527 7.63897
H -4.31155 -1.00013 5.98816
H -5.96403 -1.10785 6.63707
C 4.80177 -5.87543 -3.94544
O 5.76149 -4.92571 -4.35147
C 5.19915 -3.65044 -4.61158
C 6.19857 -2.54616 -4.33364
O 6.39175 -2.26895 -2.95246
C 7.09532 -3.24167 -2.18836
C 8.57299 -3.33558 -2.50974
O 8.78555 -4.04606 -3.71909
C 9.94289 -3.62319 -4.40530
H 4.10852 -6.10453 -4.76249
H 5.32948 -6.78437 -3.66233
H 4.24140 -5.51606 -3.07409
H 4.30495 -3.48998 -3.99779
H 4.91457 -3.61940 -5.67198
H 5.79095 -1.62285 -4.75311
H 7.14911 -2.73028 -4.83622
H 6.60919 -4.21610 -2.25042
H 7.00378 -2.90589 -1.15267
H 9.08099 -3.88405 -1.70538
H 8.99256 -2.32530 -2.57328
H 9.91165 -2.54436 -4.59655
H 9.96926 -4.13935 -5.36367
H 10.84684 -3.87488 -3.83961
*
```

Properties
highest occupied orbital energy: -9.24 eV
E_LUMO: -0.57 eV
E: -51413.6069 eV

# C31H53BrCeNO3P3

C31H53BrCeNO3P3 as an isolated structure in a non-equilibrium geometry (ωB97M-V/def2-TZVPD, the OMol25 dataset).

```
! wB97M-V def2-TZVPD RIJCOSX def2/J DEFGRID3
* xyz 4 1
C -3.93874 -1.54464 -1.70234
C -2.70386 -1.47617 -2.38602
C -2.69504 -0.91076 -3.67726
C -3.89169 -0.35376 -4.17534
N -5.02873 -0.34721 -3.46745
C -5.07838 -0.97325 -2.29475
C -1.49394 -1.91811 -1.73830
C -0.43545 -2.55026 -1.54345
C 0.66322 -3.43576 -1.27568
C 1.85651 -2.94961 -0.64925
C 2.69164 -3.84842 0.06170
C 2.47699 -5.20632 -0.13284
C 1.49982 -5.70512 -1.01978
C 0.57607 -4.82164 -1.55964
Ce 0.42259 -0.94034 0.36529
P -1.30304 1.45869 -0.05696
H -1.78572 -0.84317 -4.26505
H -4.00131 -2.00258 -0.72177
H -3.90910 0.10601 -5.15802
H -6.03970 -1.02661 -1.78010
H -0.23721 -5.16913 -2.20393
H 2.27955 -1.91936 -0.87083
H 1.45784 -6.76095 -1.26120
H 3.49605 -3.48887 0.70425
C -0.71629 3.01327 0.73855
C -1.33879 4.31956 0.26268
H 0.37045 3.05400 0.54916
H -0.83504 2.90857 1.83215
H -0.88299 5.15697 0.81301
H -1.15200 4.49201 -0.80501
H -2.42011 4.35291 0.44279
C -1.50695 1.84437 -1.84950
C -2.82269 2.47928 -2.28388
H -1.39857 0.87868 -2.36736
H -0.65177 2.45951 -2.17490
H -2.79983 2.65371 -3.36951
H -3.67561 1.81530 -2.09279
H -3.01174 3.44244 -1.79551
C -2.94036 1.04781 0.67715
C -3.89742 2.20339 0.95405
H -2.72173 0.52697 1.62661
H -3.41992 0.30318 0.02294
H -4.83360 1.81242 1.37843
H -3.48749 2.91357 1.68233
H -4.16423 2.75567 0.04430
Br 3.58184 -6.43745 0.81704
P 2.39047 0.75502 -1.57902
C 2.12996 2.41304 -2.34361
C 3.34423 3.29253 -2.65163
H 1.47119 2.94465 -1.63255
H 1.53759 2.26499 -3.26132
H 2.98281 4.26001 -3.02940
H 3.95553 3.49076 -1.76283
H 3.98756 2.85304 -3.42586
C 4.00429 0.84838 -0.67567
C 5.29008 0.42476 -1.38381
H 3.86192 0.20262 0.20922
H 4.10882 1.87702 -0.29785
H 6.11996 0.49868 -0.66362
H 5.25448 -0.61513 -1.73716
H 5.53442 1.07113 -2.23938
C 2.61094 -0.47297 -2.95200
C 3.21482 0.01490 -4.26559
H 1.60027 -0.87328 -3.14711
H 3.20641 -1.31201 -2.55637
H 3.15421 -0.80479 -4.99634
H 2.67792 0.87376 -4.68649
H 4.27242 0.28459 -4.15834
C -0.39285 -4.13434 2.68235
C -1.25379 -2.89519 2.64591
O -0.36939 -1.71021 2.47986
P -0.56252 -0.25438 3.41004
O 0.10885 -0.67718 4.83919
C -0.67028 -0.37329 6.08436
C -2.15851 -0.29055 5.84579
O 0.76794 0.33926 2.45959
C 1.56596 1.55371 2.73433
C 1.20615 2.28376 4.00426
H 0.09376 -4.32967 1.71662
H -1.01114 -4.99999 2.95652
H 0.38688 -4.04213 3.44318
H -1.97691 -2.92200 1.82611
H -1.81709 -2.76173 3.57774
H -0.42705 -1.18298 6.78645
H -0.27142 0.57556 6.46210
H -2.52219 -1.16483 5.28686
H -2.66028 -0.25688 6.82010
H -2.42725 0.62746 5.29710
H 2.60501 1.22608 2.72695
H 1.47294 2.22355 1.87243
H 1.19206 1.64029 4.88407
H 1.99531 3.02668 4.18129
H 0.26193 2.83850 3.91952
*
```

Properties
highest occupied orbital energy (alpha / beta): -19.28 / -19.28 eV
E_LUMO (alpha / beta): -14.83 / -14.87 eV
E: -151435.4510 eV

# C31H53ClNPTl

C31H53ClNPTl as an isolated structure in a non-equilibrium geometry (ωB97M-V/def2-TZVPD, the OMol25 dataset).

```
! wB97M-V def2-TZVPD RIJCOSX def2/J DEFGRID3
* xyz -1 1
Tl 0.05657 1.62631 2.53665
P -0.08745 0.60769 -0.96716
Cl 1.92436 3.04276 1.55997
C -1.33051 0.65449 1.16674
H -1.09132 -0.43028 0.95352
H -2.45193 0.87214 1.18804
C 1.77763 0.87596 -1.29978
C -0.83492 2.31477 -1.26051
C 2.29964 0.94133 -2.73041
H 1.97664 1.82656 -0.76510
C 3.78051 1.33472 -2.73284
H 2.22155 -0.05225 -3.19049
H 1.73537 1.63963 -3.35770
C 4.63738 0.37599 -1.88521
H 4.15330 1.35560 -3.77009
H 3.87632 2.34968 -2.32041
C 4.04132 0.09268 -0.50560
H 4.71577 -0.57584 -2.43141
H 5.65417 0.78530 -1.77477
C 2.54562 -0.24756 -0.56978
H 4.57846 -0.73017 -0.01507
H 4.14789 0.98847 0.12173
H 2.40830 -1.19350 -1.12138
H 2.14603 -0.40570 0.44926
C -0.65306 -0.46663 -2.44580
C -2.34261 2.19723 -1.51384
H -0.66840 2.74005 -0.25156
C -3.02917 3.57545 -1.47067
H -2.52879 1.73238 -2.49556
H -2.77736 1.53618 -0.76052
C -2.33630 4.62892 -2.34516
H -4.08104 3.47166 -1.77354
H -3.02214 3.93237 -0.43140
C -0.80394 4.62597 -2.24217
H -2.61861 4.44350 -3.38937
H -2.70504 5.62653 -2.07080
C -0.17089 3.23141 -2.29772
H -0.36821 5.25442 -3.03041
H -0.52177 5.07157 -1.27894
H -0.27202 2.81953 -3.31363
H 0.90567 3.32055 -2.10528
C 0.05339 -1.82549 -2.43070
H -1.71807 -0.62855 -2.19470
C -0.64199 -2.80598 -3.39146
H 1.10390 -1.70626 -2.73922
H 0.07076 -2.25434 -1.41741
C -0.84020 -2.23708 -4.80496
H -0.06450 -3.73995 -3.43452
H -1.62967 -3.04581 -2.96994
C -1.36647 -0.79408 -4.81993
H 0.12129 -2.26769 -5.33388
H -1.53100 -2.88442 -5.36002
C -0.59760 0.12353 -3.85970
H -1.33056 -0.38018 -5.83771
H -2.41617 -0.80858 -4.49698
H 0.44321 0.18756 -4.20299
H -1.01430 1.13873 -3.89791
C -0.14664 -2.87005 1.29347
C -1.47665 -2.64337 1.02725
H 0.63834 -2.61759 0.56992
C -2.52479 -2.71847 2.10584
H -1.82500 -2.38768 0.00935
C -1.96418 -3.04224 3.50976
H -3.10746 -1.78456 2.16860
H -3.25759 -3.50364 1.83996
C -0.81159 -4.04219 3.41422
H -1.63626 -2.12719 4.03362
H -2.76751 -3.47452 4.12614
C 0.34283 -3.53538 2.54650
H -0.44298 -4.28340 4.41374
H -1.18091 -4.96736 2.95877
H 1.00654 -2.86673 3.13588
H 0.98821 -4.38552 2.25583
C 2.44364 -0.47606 3.86836
C 1.36748 -0.23139 4.85643
C 1.21739 -0.68991 6.20523
C -0.08695 -0.31249 6.61295
C -0.69629 0.38138 5.51597
C -2.07743 0.81605 5.30717
N 0.24536 0.49609 4.49997
H 2.09988 -0.31977 2.81732
H 2.82937 -1.51807 3.93919
H 3.28993 0.22469 4.01518
H 1.96576 -1.24037 6.76874
H -0.59569 -0.52144 7.57988
H -2.61727 0.12100 4.62996
H -2.61878 0.84684 6.27367
H -2.12979 1.81214 4.83125
*
```

Properties
highest occupied orbital energy (alpha / beta): -3.28 / -2.55 eV
E_LUMO (alpha / beta): 2.57 / 2.58 eV
E: -61000.4220 eV

# C31H53N8O13

A 9-piece molecular cluster, C31H53N8O13 overall in a non-equilibrium geometry (ωB97M-V/def2-TZVPD, the OMol25 dataset).

```
! wB97M-V def2-TZVPD RIJCOSX def2/J DEFGRID3
* xyz -1 1
C -0.43793 0.84514 1.16504
O 0.58742 0.28130 0.75066
O -1.45281 0.10613 1.83106
O -0.60065 2.06184 1.09291
H -1.19903 -0.66413 1.47486
C -1.87040 2.73579 -2.44939
C -2.21833 3.10883 -3.99908
C -3.55005 2.65445 -4.56428
C -4.44371 1.68061 -3.69573
C -4.04436 1.53529 -2.33890
C -2.73384 2.08208 -1.63647
N -5.55797 1.09213 -4.32231
O -6.22398 0.33325 -3.58400
O -5.77618 1.13661 -5.48300
H -0.86250 3.08095 -1.95691
H -1.67662 3.72772 -4.60019
H -3.85619 2.66776 -5.54510
H -4.75067 0.99951 -1.54484
H -2.58114 1.72863 -0.61458
C 0.11175 0.08446 -3.07099
C -0.64558 -1.16579 -3.77926
C -0.36385 -1.54430 -5.20767
C 0.50970 -0.51847 -6.12462
C 1.39065 0.51911 -5.30930
C 1.10036 0.73330 -3.77914
N 0.78148 -0.78432 -7.53565
O 0.28211 -1.79461 -8.03268
O 1.48303 0.09484 -8.17735
H -0.25604 0.51642 -2.09522
H -1.50048 -1.51206 -3.27637
H -0.99472 -2.09879 -5.69281
H 2.18756 1.11009 -5.65501
H 1.62180 1.54256 -3.19747
C -1.88948 -3.06207 6.63208
O -1.36479 -4.21589 6.33847
N -1.69826 -2.11976 5.71328
C -2.41650 -0.76815 5.91470
C -1.07907 -2.38661 4.48846
H -2.61033 -2.75681 7.47322
H -3.10610 -0.41596 5.10624
H -1.68503 0.03925 5.74949
H -2.92213 -0.83788 7.01435
H 0.13943 -2.01396 4.27379
H -1.28871 -1.73941 3.70551
H -0.88562 -3.38166 4.23484
C 5.86644 0.69980 -0.78589
O 7.00066 0.29433 -1.11371
N 4.71714 0.22377 -1.09108
C 3.43916 0.79423 -0.77491
C 4.56705 -1.00708 -1.86406
H 5.87237 1.56937 -0.07150
H 2.74173 0.36323 -1.39943
H 3.55289 1.73405 -0.94025
H 3.05435 0.51206 0.15662
H 4.97511 -1.92735 -1.31739
H 5.19078 -1.04153 -2.93424
H 3.52346 -1.22513 -2.23895
C -4.08361 -1.68420 0.00390
O -4.21703 -2.06316 -1.19047
N -4.48591 -2.36894 1.09850
C -4.34566 -1.77343 2.37903
C -5.04571 -3.71771 0.95281
H -3.60323 -0.85675 0.27608
H -3.49401 -0.88377 2.24639
H -4.00207 -2.50173 3.19955
H -5.13005 -1.18250 2.74385
H -5.94171 -3.45459 1.22694
H -4.38227 -4.34042 1.62337
H -5.21533 -3.98805 -0.04212
C 2.57378 -0.02582 3.18373
O 2.55776 -1.24568 3.21574
N 3.70730 0.69578 3.20513
C 3.71246 2.13214 3.17624
C 5.04374 0.04200 3.48829
H 1.72504 0.62142 3.08288
H 2.76365 2.63494 3.01865
H 4.33470 2.76365 2.50619
H 4.07107 2.59102 4.15527
H 5.18626 -0.71277 2.49254
H 4.86016 -0.50408 4.52180
H 5.96642 0.64509 3.46965
C 0.56959 -5.15161 1.46347
O 1.74213 -5.28839 1.49481
N -0.06770 -4.09914 0.88577
C -1.55943 -3.99695 0.77554
C 0.76639 -2.91153 0.66265
H 0.12083 -6.17911 1.63214
H -1.89099 -4.94676 0.94046
H -1.90073 -3.53981 -0.25613
H -1.98656 -3.18524 1.45313
H 0.79170 -2.14178 1.31523
H 0.48131 -2.39342 -0.10416
H 1.66338 -3.05246 0.07157
C 3.37300 5.49160 0.07126
O 3.77060 4.79069 1.10900
N 2.04977 5.28716 -0.37019
C 1.49343 6.13379 -1.41774
C 1.29328 4.11293 0.11239
H 3.91349 6.28096 -0.43273
H 0.75627 6.91495 -1.07950
H 0.76097 5.48349 -2.04507
H 1.99886 6.60627 -2.21567
H 0.97455 3.55329 -0.75415
H 0.30867 4.36506 0.55823
H 1.86803 3.33643 0.77989
*
```

Properties
highest occupied orbital energy: -6.38 eV
E_LUMO: 0.38 eV
E: -71525.5044 eV

# C31H54CrN5O4SSbSi

C31H54CrN5O4SSbSi as an isolated structure in a non-equilibrium geometry (ωB97M-V/def2-TZVPD, the OMol25 dataset).

```
! wB97M-V def2-TZVPD RIJCOSX def2/J DEFGRID3
* xyz 1 2
Cr -0.51030 -0.58338 0.59963
O -1.79734 -0.55616 -0.75467
C -3.09451 -0.26986 -0.88334
C -3.70164 -0.48045 -2.12626
C -5.03279 -0.18126 -2.32198
C -5.80233 0.35334 -1.28256
C -5.20766 0.55887 -0.06075
C -3.85802 0.24190 0.15932
C -3.23813 0.45961 1.45812
N -1.95262 0.32332 1.78909
C -1.83914 0.71728 3.12528
C -3.05091 1.07512 3.59271
N -3.91708 0.90322 2.53722
H -3.08796 -0.88930 -2.92105
H -5.48447 -0.35511 -3.29327
H -6.84523 0.60700 -1.43682
H -5.80820 0.98996 0.73613
H -0.89835 0.72957 3.64480
H -3.36941 1.43617 4.55775
H -4.90836 1.06056 2.56636
N 3.90703 0.96202 3.32152
C 2.78264 0.19726 3.29317
C 1.87779 0.26585 2.22240
N 0.77570 -0.47273 2.21098
C 0.55284 -1.29433 3.24487
C 1.45501 -1.34664 4.28912
N 2.55824 -0.61076 4.32844
H 4.20126 1.48957 2.52198
H 4.56292 0.80952 4.06782
H 2.08147 0.89080 1.36673
H -0.31890 -1.92461 3.20673
H 1.27691 -2.01803 5.12283
C -1.61614 -3.86391 -2.36160
C -0.48840 -4.83597 -2.03277
C 0.76064 -4.51980 -2.83876
C -0.91144 -6.27245 -2.25587
O -0.20177 -4.74491 -0.61772
Si 0.06827 -3.54646 0.42825
S 1.06209 -1.89391 -0.40690
O -1.32592 -2.79681 0.98571
C -2.46983 -3.44969 1.65702
C -2.36765 -3.16971 3.14518
C -3.72419 -2.82969 1.07903
C -2.48887 -4.95498 1.40280
O 0.80330 -4.14211 1.76007
C 1.86135 -5.12571 1.92499
C 2.95564 -4.87058 0.89302
C 1.27721 -6.52269 1.77325
C 2.39032 -4.91680 3.33081
H -1.80596 -3.85769 -3.43806
H -1.35340 -2.84528 -2.05012
H -2.53905 -4.15722 -1.85092
H 0.55885 -4.67378 -3.90295
H 1.57821 -5.18597 -2.54282
H 1.08082 -3.48402 -2.69277
H -1.22375 -6.41587 -3.29381
H -1.74881 -6.52802 -1.60051
H -0.08186 -6.95356 -2.04504
H -2.36922 -2.08969 3.33007
H -1.45515 -3.61420 3.55566
H -3.22760 -3.60024 3.66692
H -3.86921 -1.81090 1.44468
H -4.59447 -3.42275 1.37206
H -3.67071 -2.80557 -0.01344
H -1.58408 -5.44596 1.76813
H -2.60074 -5.17780 0.33920
H -3.34208 -5.38019 1.93459
H 2.57989 -5.03469 -0.12391
H 3.79891 -5.54589 1.05604
H 3.31315 -3.83949 0.96591
H 0.74110 -6.61445 0.82593
H 0.58648 -6.74275 2.59356
H 2.07858 -7.26731 1.79336
H 2.83916 -3.92166 3.42457
H 3.15193 -5.66456 3.56919
H 1.57480 -5.00841 4.05612
C 1.11452 3.87202 1.50475
C 1.35083 3.36976 0.07333
Sb 0.07671 1.77557 -0.55523
C 0.94225 1.55283 -2.49488
C 2.28247 0.81271 -2.52367
C -1.59649 2.92647 -1.19946
C -2.38302 3.66219 -0.10992
H 1.84325 4.64191 1.77629
H 1.20293 3.06696 2.24039
H 0.12403 4.31239 1.62261
H 2.37791 3.01959 -0.05766
H 1.18031 4.15184 -0.67253
H 1.05726 2.57300 -2.86230
H 0.19290 1.05829 -3.11209
H 3.00539 1.25108 -1.82823
H 2.73171 0.86408 -3.51943
H 2.16840 -0.23787 -2.26684
H -2.22642 2.24779 -1.76958
H -1.15919 3.63790 -1.89975
H -2.89926 2.97310 0.55750
H -3.14200 4.30907 -0.55913
H -1.74041 4.29908 0.50119
*
```

Properties
highest occupied orbital energy (alpha / beta): -10.59 / -10.70 eV
E_LUMO (alpha / beta): -3.56 / -3.11 eV
E: -102337.5351 eV
expectation value of S²: 0.770